[1]
Density functional theory data (wB97M-V/def2-TZVPD) for a molecular structure, C2H5N2O2S in a non-equilibrium geometry.

```
12
Properties=species:S:1:pos:R:3:forces:R:3:mulliken_charge:R:1
C 0.401772 -1.165177 0.023012 -0.4382 -0.4226 1.3075 0.630
C 1.509072 0.961103 -0.381632 1.0430 -3.7173 3.1199 -0.892
N -2.620247 0.148546 0.067832 0.0878 -0.3612 0.5013 -0.691
N 0.554216 0.117914 0.338089 -1.9761 2.3540 0.4925 -0.573
O -0.653583 -1.786455 0.615692 -0.1082 0.7391 -0.0095 -0.462
O 1.131941 -1.851305 -0.609410 2.6418 -1.6471 -2.2488 -0.637
S -1.361208 1.075117 -0.275269 0.4085 -0.0832 0.7975 0.039
H 2.527802 0.760823 0.045578 -0.6114 0.2461 -0.5630 0.257
H 1.447063 0.662644 -1.349195 0.3879 -0.2881 -3.3318 0.381
H 1.255986 1.928131 -0.196980 -0.7063 2.9244 0.2770 0.355
H -2.922207 0.185642 1.070335 0.4043 0.6512 -0.7968 0.199
H -1.270610 -1.036983 0.651947 -1.1331 -0.3954 0.4543 0.393
```
Forces are in eV/Å.

Output
Molecular weight = 121.1 g/mol
HOMO = -3.481 eV
Total charge = -1

[2]
Density functional theory data (wB97M-V/def2-TZVPD) for 2 unconnected molecules or ions with the total composition C2H5N2O3 in a non-equilibrium geometry.

```
12
Properties=species:S:1:pos:R:3:forces:R:3:mulliken_charge:R:1
C 0.236626 0.393947 -0.274774 0.3272 2.7214 -0.5552 0.446
C 0.712549 -0.797385 0.382140 2.5160 -0.3930 0.0487 -0.937
N 1.912906 1.773168 -0.185539 -2.9901 -1.9976 -0.2655 0.856
N -0.924718 0.907111 -0.534917 -0.1536 -2.2967 0.0032 -0.073
O 2.326202 1.536211 0.874926 0.7911 0.8292 -0.4640 -0.361
O 1.957243 2.423277 -1.136902 0.9151 0.5037 0.3330 -0.296
O -1.075466 2.089028 -1.208017 2.5711 0.9354 1.9288 -0.313
H 1.234659 -1.549548 -0.308672 -0.7183 1.3786 0.4831 0.314
H 1.530946 -0.477031 1.130198 -1.2865 -0.4935 -1.0798 0.327
H -0.001157 -1.350363 0.898638 -1.4812 -0.9224 1.0410 0.359
H -1.874226 0.459750 -0.402397 1.4848 0.0805 0.2278 0.322
H -1.781758 1.977686 -1.793440 -1.9757 -0.3455 -1.7011 0.357
```
Forces are in eV/Å.

Output
Molecular weight = 105.1 g/mol
HOMO (spin up / spin down) = -14.822 / -14.824 eV
Total charge = +1

[3]
Density functional theory data (wB97M-V/def2-TZVPD) for a gas-phase ion, C2H5N2S (charge +1) in a non-equilibrium geometry.

```
10
Properties=species:S:1:pos:R:3:forces:R:3:mulliken_charge:R:1
N 1.562928 -0.426382 0.077118 -3.1788 -1.4793 -2.0478 -0.218
C 0.756769 0.568083 0.073468 2.4175 2.8661 2.7512 0.275
N -0.512265 0.526817 -0.063061 -0.7765 4.5290 0.1945 -0.148
C -1.416981 -0.407037 -0.283147 -3.3784 -3.8360 0.2451 0.012
S -2.952170 -0.036226 0.067584 0.1581 -0.3587 -0.4823 -0.172
H 1.160833 -1.207925 -0.392169 0.1205 -1.1947 -0.0431 0.190
H 2.473829 -0.539485 0.307134 3.4281 0.5797 0.9082 0.201
H 1.062540 1.560870 0.483473 0.4039 -0.9764 -0.6754 0.339
H -0.980812 1.446919 0.217533 0.6121 -1.5449 -0.7524 0.293
H -1.154674 -1.485634 -0.487932 0.1936 1.4152 -0.0980 0.229
```
Forces are in eV/Å.

Output
SMILES = [NH2+]=CNC=S
Molecular weight = 89.1 g/mol
HOMO = -13.704 eV
Total charge = +1

[4]
Density functional theory data (wB97M-V/def2-TZVPD) for a gas-phase ion, C2H5N2S (charge +1) in a non-equilibrium geometry.

```
10
Properties=species:S:1:pos:R:3:forces:R:3:mulliken_charge:R:1
C 1.984971 0.399786 0.073971 -0.1502 0.2822 -0.0303 0.416
C -0.464279 -0.353383 -0.536522 0.9782 -0.5482 -0.5216 -0.584
N 2.790151 1.065755 -0.433175 -1.3333 -1.5347 0.8432 -0.074
N -1.762305 -0.188565 0.225532 -1.3489 -1.6729 2.5504 -0.422
S 0.880327 -0.642986 0.793039 -0.4064 0.2831 -1.4929 -0.041
H -0.480912 -1.297135 -1.206135 -0.3267 1.3977 1.5675 0.257
H 3.526854 1.712939 -0.358418 0.8116 0.9418 -0.3224 0.332
H -1.974145 -1.007235 0.866942 0.6182 0.8103 -0.2122 0.377
H -2.631372 -0.334121 -0.319375 0.7582 1.0750 -0.6085 0.368
H -1.869288 0.644944 0.894143 0.3993 -1.0344 -1.7730 0.371
```
Forces are in eV/Å.

Output
Molecular weight = 89.1 g/mol
HOMO = -12.252 eV
Total charge = +1

[5]
Density functional theory data (wB97M-V/def2-TZVPD) for a single C2H5N3 molecule in a non-equilibrium geometry.

```
10
Properties=species:S:1:pos:R:3:forces:R:3:mulliken_charge:R:1
N -1.888692 0.209090 -0.524005 -0.0576 -0.0250 -0.3537 -0.459
C -0.887698 -0.264997 0.309210 1.3488 0.0418 0.8923 -0.012
C 2.005552 -0.077468 -0.040291 2.9608 -0.8342 1.2005 -0.179
N 0.258454 0.291880 0.370450 -4.0003 2.3528 0.0745 -0.073
N 1.335576 -0.008386 1.111332 0.3309 -1.6235 -2.6205 -0.684
H -2.828983 0.115749 -0.169867 0.1439 -0.0708 0.0014 0.226
H -1.708768 1.126040 -0.906311 0.0222 -0.0229 0.0908 0.256
H -1.109379 -1.178315 0.858319 -0.1274 0.0718 0.1647 0.365
H 2.738451 -0.876259 -0.174234 0.4867 0.1464 0.4462 0.278
H 2.085488 0.662667 -0.834604 -1.1079 -0.0364 0.1037 0.282
```
Forces are in eV/Å.

Output
Molecular weight = 71.1 g/mol
HOMO = -7.929 eV

[6]
Density functional theory data (wB97M-V/def2-TZVPD) for a molecular structure, C2H5N3 in a non-equilibrium geometry.

```
10
Properties=species:S:1:pos:R:3:forces:R:3:mulliken_charge:R:1
C 1.322651 0.436296 0.201625 -3.6446 -3.6562 -0.6074 -0.063
C -0.366541 -0.597802 -0.101351 3.9569 -0.4019 0.9649 -0.415
N 2.328379 -0.193166 -0.130984 -0.4577 0.1939 -0.4718 -0.448
N -2.419906 0.372660 -0.442765 2.4115 -1.4665 -0.4946 -0.565
N -1.497881 0.118816 0.368726 -0.7986 -0.1332 0.0918 -0.026
H 0.899163 1.257938 0.712196 0.7080 1.5457 0.4014 0.365
H -0.106135 -1.552668 0.560462 -0.8684 2.2573 -1.2743 0.257
H -0.251817 -0.828378 -1.165727 -0.5246 0.0778 0.1077 0.383
H 3.242934 0.225957 -0.099522 0.3235 0.4987 0.4408 0.254
H -3.150848 0.760348 0.097339 -1.1060 1.0845 0.8415 0.257
```
Forces are in eV/Å.

Output
Molecular weight = 71.1 g/mol
HOMO = -9.016 eV

[7]
Density functional theory data (wB97M-V/def2-TZVPD) for a single C2H5N3O molecule.

```
11
Properties=species:S:1:pos:R:3:forces:R:3:mulliken_charge:R:1
H -0.401173 1.424048 -2.997561 -0.0869 -0.1741 0.1843 0.265
N -0.702330 0.657624 -2.394551 0.1631 0.0696 0.4062 -0.626
C -0.147095 0.751668 -1.256833 0.0696 -0.0116 0.1436 0.084
N -0.324308 -0.197947 -0.258391 -0.1997 -0.1627 0.0814 -0.273
C 0.116392 -0.025821 1.062909 -0.1160 0.4057 0.3439 0.470
N 0.309441 -1.211945 1.729802 0.0777 -0.0201 -0.1148 -0.462
O 0.254894 1.047990 1.601811 0.2515 0.1423 -0.3277 -0.552
H 0.558534 1.519111 -0.932616 -0.0911 0.0790 -0.1224 0.298
H -1.056098 -0.885354 -0.354673 0.1161 -0.1396 -0.4617 0.295
H 0.758254 -1.097265 2.630615 -0.1742 -0.0596 -0.2154 0.252
H 0.633488 -1.982110 1.169487 -0.0100 -0.1289 0.0824 0.247
```
Forces are in eV/Å.

Output
SMILES = [H]/N=C/NC(N)=O
Molecular weight = 87.1 g/mol
HOMO = -9.845 eV

[8]
Density functional theory data (wB97M-V/def2-TZVPD) for a molecular structure, C2H5N3O in a non-equilibrium geometry.

```
11
Properties=species:S:1:pos:R:3:forces:R:3:mulliken_charge:R:1
C 1.428153 0.225123 0.142829 -1.2546 -0.1723 -1.8840 -0.004
C -0.866113 -0.722573 -0.136401 0.5888 -0.5301 0.8337 0.030
H -1.404762 1.597679 0.309901 3.4192 -0.7880 -1.2868 0.373
H 2.096390 1.172936 0.333649 -2.3592 -1.3632 -0.1779 0.286
H 2.884369 -0.653698 0.324089 0.5181 -1.3280 -0.3334 0.284
H -0.128606 -1.519173 -0.317802 -1.4907 -1.1895 -0.2619 0.417
H -2.653593 -1.588366 -0.417416 1.9855 3.3920 3.5209 0.282
N -0.006381 0.308809 -0.282276 2.5996 0.8294 1.5518 0.121
N 1.949902 -0.916418 0.000844 1.1743 1.1320 1.1514 -0.560
N -2.094436 -0.611166 0.305178 -0.6240 -3.3798 -4.6637 -0.698
O -0.388704 1.563345 -0.054651 -4.5571 3.3974 1.5499 -0.531
```
Forces are in eV/Å.

Output
Molecular weight = 87.1 g/mol
HOMO = -8.796 eV

[9]
Density functional theory data (wB97M-V/def2-TZVPD) for a single C2H5N3O molecule.

```
11
Properties=species:S:1:pos:R:3:forces:R:3:mulliken_charge:R:1
H -2.273882 -2.057271 -0.938030 0.1230 0.1812 0.0835 0.255
N -2.152207 -1.100145 -0.610135 0.3634 0.0119 0.0752 -0.621
C -0.936330 -0.847587 -0.347259 -0.0845 -0.0098 0.0116 0.073
N -0.565905 0.413844 0.135861 -0.0799 0.0130 -0.3670 -0.290
C 0.750803 0.937646 -0.074411 0.0963 -0.0510 -0.0061 0.454
N 1.665202 0.405294 0.800894 -0.0664 0.1521 0.0907 -0.405
O 1.007977 1.761828 -0.924489 -0.1587 -0.3172 0.5331 -0.574
H -0.104108 -1.552650 -0.468849 -0.0896 0.1760 0.1319 0.310
H -1.271246 1.107002 -0.089695 0.0104 -0.0632 -0.0486 0.294
H 2.561728 0.875885 0.828151 -0.1913 -0.1945 -0.1057 0.249
H 1.317966 0.056155 1.687963 0.0772 0.1015 -0.3988 0.256
```
Forces are in eV/Å.

Output
SMILES = [H]/N=C/NC(N)=O
Molecular weight = 87.1 g/mol
HOMO = -9.749 eV

[10]
Density functional theory data (wB97M-V/def2-TZVPD) for a single C2H5N3O molecule in a non-equilibrium geometry.

```
11
Properties=species:S:1:pos:R:3:forces:R:3:mulliken_charge:R:1
H 1.237613 0.039112 2.162942 -0.3379 -0.0557 -0.5622 0.275
N 0.409884 -0.365842 2.652967 0.8946 0.2334 0.9409 -0.400
N -0.505139 -0.703290 1.932560 -1.3960 -0.9155 0.5253 -0.034
C -0.453124 -0.500266 0.536704 1.1436 1.1515 -1.2743 0.681
O -1.308986 -1.305859 -0.107712 -0.1792 -0.1697 0.1415 -0.423
N 0.299858 0.408572 0.089413 -0.1842 -0.3117 0.6067 -0.402
C 0.372918 0.797974 -1.283946 0.1596 -0.0045 -0.1518 -0.822
H -1.318236 -1.118946 -1.056348 0.1329 0.0666 0.1624 0.292
H 0.509416 1.882449 -1.310593 -0.0824 -0.1609 -0.2117 0.246
H -0.504822 0.528044 -1.882728 -0.0173 0.0783 -0.1079 0.315
H 1.260616 0.338049 -1.733260 -0.1335 0.0883 -0.0690 0.271
```
Forces are in eV/Å.

Output
SMILES = [H]/N=N\C(O)=N\C
Molecular weight = 87.1 g/mol
HOMO = -9.369 eV

[11]
Density functional theory data (wB97M-V/def2-TZVPD) for a single C2H5N3O2 molecule in a non-equilibrium geometry.

```
12
Properties=species:S:1:pos:R:3:forces:R:3:mulliken_charge:R:1
C 1.418708 -1.256599 0.136484 -0.1698 -0.0720 -0.0065 -0.893
C 0.352769 -0.211630 0.028194 0.6850 1.0237 0.1209 0.658
N 0.608345 1.029372 0.025822 0.7736 -1.2062 0.1087 -0.299
N -0.293929 2.013212 0.022839 -0.9223 0.6871 -0.1501 -0.371
O -0.868388 -0.818900 -0.168146 -1.3989 -0.8350 -0.5035 -0.150
N -2.021063 -0.156469 0.242378 -1.8375 0.0613 -0.3418 0.126
O -3.023415 -0.654552 -0.175589 2.3534 0.4022 0.6397 -0.347
H 0.957407 -2.227090 -0.040284 0.1777 -0.0240 0.0033 0.304
H 1.855478 -1.251530 1.131704 0.0544 -0.0178 0.0711 0.245
H 2.204879 -1.091972 -0.592252 0.0881 0.0558 -0.0505 0.262
H -1.264350 1.778540 -0.191737 0.3786 0.2047 -0.0064 0.219
H 0.073561 2.847620 -0.419414 -0.1824 -0.2798 0.1150 0.247
```
Forces are in eV/Å.

Output
SMILES = C/C(=N/N)ON=O
Molecular weight = 103.1 g/mol
HOMO (spin up / spin down) = -8.779 / -8.779 eV

[12]
Density functional theory data (wB97M-V/def2-TZVPD) for a single C2H5N3O2S molecule in a non-equilibrium geometry.

```
13
Properties=species:S:1:pos:R:3:forces:R:3:mulliken_charge:R:1
H -2.273181 -1.334111 0.006437 -1.1074 -1.7695 -1.1407 0.206
N -1.897563 -0.509104 0.349316 2.0581 1.6990 -0.1125 -0.695
C -0.641754 -0.460899 0.106188 2.0818 -2.8713 1.7184 0.727
N 0.198094 -1.437396 -0.563423 -2.1740 -0.2625 -1.2402 -0.359
S 2.034411 -1.587994 -0.443241 -3.0456 4.2444 -1.4987 -0.114
O 0.179532 0.354336 0.890861 -1.1743 0.6467 -1.2791 -0.300
N -0.603785 1.471100 1.249787 -0.8009 -0.5042 0.7689 -0.309
C -1.057590 2.181722 0.041977 3.0263 -3.2074 -0.2610 0.215
O -0.522386 1.858258 -1.054495 -2.6242 2.0863 3.7613 -0.525
H -0.433409 -1.930449 -1.353394 2.7853 1.3299 2.2601 0.277
H 2.182038 -0.056279 -0.913820 0.0837 -3.5045 0.9935 0.192
H -1.204858 1.094799 2.115761 0.9867 1.7590 -2.9608 0.361
H -1.759488 2.936055 0.407190 -0.0954 0.3542 -1.0092 0.324
```
Forces are in eV/Å.

Output
SMILES = [H]/N=C(\NS)ONC=O
Molecular weight = 135.1 g/mol
HOMO = -9.164 eV

What is the molecular weight in the sixth record? 71.1 g/mol

The highest molecular weight belongs to which entry? C2H5N3O2S